Version A
DFT (ωB97M-V/def2-TZVPD) results for C4H4N2O5S as an isolated structure.

Cartesian coordinates (Å):
C 0.60057 -1.06367 -0.17862
C 1.76411 -0.63805 0.12500
C -0.55991 0.79047 0.80754
C -0.47751 -0.05478 -0.40598
N 0.35374 1.74242 1.04683
N 3.05044 -1.16408 0.24871
O -1.46125 0.64775 1.55235
O 3.12731 -2.35104 0.46036
O 4.04480 -0.46366 0.16919
O 2.63441 2.62283 0.52679
O 1.41215 1.71001 -1.35887
S 1.70708 1.71479 0.01344
H 0.16946 -2.11198 0.13381
H -0.40830 0.48010 -1.26981
H -1.50578 -0.58612 -0.44855
H 0.23901 2.33826 1.83492

Summary:
Kohn-Sham gap: 9.10 eV
M: 192.15 g/mol
highest occupied orbital energy: -0.3826 Eh

Results of the Mulliken charge analysis, in e, for atoms 1 through 4:
1 C 0.05
2 C -0.09
3 C 0.61
4 C -0.88

=====

Version B
DFT (ωB97M-V/def2-TZVPD) results for one molecule with the formula C4H4N2O5S.

Cartesian coordinates (Å):
C -0.71137 1.08608 0.02850
C -1.97466 0.74920 0.07259
C 0.62358 -0.82937 1.02550
C 0.49191 0.20194 -0.17176
N -0.39564 -1.81976 0.87732
N -3.16971 1.44272 0.29241
O 1.41317 -0.63948 1.87474
O -3.43375 2.44978 -0.33113
O -3.74256 0.83951 1.21608
O -2.60337 -2.66393 0.41648
O -1.26090 -2.21968 -1.51535
S -1.65014 -1.81581 -0.23786
H -0.44706 2.14394 0.29625
H 0.52782 -0.28271 -1.16343
H 1.40795 0.63220 -0.15795
H -0.60382 -2.49278 1.56770

Summary:
Kohn-Sham gap (spin up / spin down): 7.80 / 7.85 eV
M: 192.15 g/mol
highest occupied orbital energy (spin up / spin down): -0.3892 / -0.3874 Eh

Results of the Mulliken charge analysis, in e, for atoms 1 through 4:
1 C 0.08
2 C 0.01
3 C 0.56
4 C -1.14

=====

Which is the most stable structure? version A is the most stable.

=====

Version A
DFT (ωB97M-V/def2-TZVPD) results for a 2-piece molecular cluster, C3H5N4 overall.

Cartesian coordinates (Å):
C -0.61020 1.75345 0.30818
C 3.16107 0.37458 0.02032
C -2.66373 -0.91790 0.01125
N -0.29612 -0.41206 0.07159
N -1.76098 1.24813 0.07934
N 0.37003 0.66261 0.18374
N -1.62577 -0.10565 -0.07615
H -0.50638 2.81361 0.26818
H 2.95967 -0.72380 -0.25503
H 3.74501 0.71067 0.85395
H -3.69876 -0.40884 0.02886
H -2.52539 -1.90739 0.15338

Summary:
Kohn-Sham gap (spin up / spin down): 5.07 / 3.55 eV
M: 97.10 g/mol
highest occupied orbital energy (spin up / spin down): -0.4587 / -0.4250 Eh
net charge: +1

Results of the Mulliken charge analysis, in e, for atoms 1 through 4:
1 C -0.07
2 C -0.28
3 C -0.09
4 N -0.36

=====

Version B
DFT (ωB97M-V/def2-TZVPD) results for a 2-piece molecular cluster, C3H5N4 overall.

Cartesian coordinates (Å):
C -0.78105 -0.65087 1.02835
C -0.81086 -0.02301 -0.07535
C -0.64766 0.90282 -1.15176
N 2.51471 1.53896 -2.50834
N 0.54741 -1.55433 2.73666
N 0.46726 -0.93422 1.74633
N 1.98098 0.89638 -1.76819
H -1.68146 -1.22128 1.21535
H -1.63184 1.04510 -1.75774
H -0.17983 1.93606 -0.83848
H 0.11362 0.44622 -1.75173
H 0.10871 -2.38183 3.12489

Summary:
Kohn-Sham gap (spin up / spin down): 6.37 / 9.36 eV
M: 97.10 g/mol
highest occupied orbital energy (spin up / spin down): -0.5024 / -0.5581 Eh
net charge: +1

Results of the Mulliken charge analysis, in e, for atoms 1 through 4:
1 C -0.11
2 C 0.33
3 C -0.90
4 N -0.18

=====

Version C
DFT (ωB97M-V/def2-TZVPD) results for an isolated ion of composition C3H5N4 and charge +1.

Cartesian coordinates (Å):
C 1.25123 -2.20294 -0.09597
C 1.70594 -3.28899 0.57614
C -0.61267 1.08900 -0.55113
N 1.34919 -2.30705 1.34403
N 0.51403 -1.26093 -0.63187
N -0.11014 -0.87355 0.50171
N -0.74350 0.25630 0.56224
H 2.30626 -4.23848 0.48609
H 0.41002 0.90822 -1.08488
H -1.43460 0.78955 -1.19704
H -0.72343 2.08092 -0.26656
H -1.43047 0.52490 1.24937

Summary:
Kohn-Sham gap: 9.64 eV
M: 97.10 g/mol
SMILES: C/[NH+]=N\N=c1\cn1
highest occupied orbital energy: -0.5670 Eh
net charge: +1

Results of the Mulliken charge analysis, in e, for atoms 1 through 4:
1 C 0.57
2 C 0.08
3 C -0.62
4 N -0.21

=====

Which is the most stable structure? version B is the most stable.

=====

Version A
DFT (ωB97M-V/def2-TZVPD) results for C23H28N7O8P2RuS as an isolated structure.

Cartesian coordinates (Å):
Ru 1.13366 -0.22702 0.63442
N 2.35585 -3.23514 -1.47067
C 2.14396 -3.91524 -2.60654
C 1.27379 -4.89674 -2.32683
N 0.93516 -4.88360 -0.98872
C 1.65624 -3.87292 -0.56891
C 1.77146 -3.53319 0.84288
N 2.05958 -2.35724 1.38626
C 2.05769 -2.47364 2.76557
C 1.75136 -3.72473 3.07719
N 1.60235 -4.38449 1.90974
H 3.03691 -2.50347 -1.40760
H 2.55173 -3.67465 -3.57947
H 0.76746 -5.63576 -2.95240
H 2.22417 -1.57943 3.40411
H 1.72335 -4.28709 3.99430
H 1.34949 -5.40617 1.78632
C -3.33920 1.18215 -3.60224
C -3.70109 0.66061 -2.22017
N -2.76943 -0.37473 -1.77041
C -3.36449 -1.74594 -1.63172
C -4.29576 -1.89946 -0.40118
C -1.58078 0.05878 -1.30653
S -0.50338 -1.22956 -0.71930
N -1.33033 1.31643 -1.41029
C -0.60970 2.02999 -0.59219
O -0.14987 1.57225 0.47066
C -0.41450 3.42185 -1.06640
C -1.34923 4.21697 -1.78618
C -0.96070 5.48086 -2.21256
C 0.27465 5.96875 -1.84291
C 1.22195 5.18028 -1.20682
C 0.82214 3.96262 -0.73850
H -4.09030 1.87632 -4.00787
H -3.22757 0.39727 -4.27520
H -2.43650 1.70591 -3.53937
H -4.61810 0.16183 -2.16547
H -3.78021 1.43896 -1.46397
H -2.52844 -2.43643 -1.66353
H -3.96633 -1.96426 -2.52315
H -3.81411 -1.53376 0.57522
H -4.50952 -2.97321 -0.27926
H -5.18038 -1.27025 -0.53365
H -2.31037 3.73023 -1.98728
H -1.72753 6.10693 -2.65216
H 0.50431 7.00304 -2.08955
H 2.25698 5.42702 -1.01211
H 1.50358 3.38522 -0.23933
O 4.22332 1.76908 -1.95815
P 3.66018 0.89671 -0.80718
O 4.26082 -0.50112 -0.92704
O 2.15694 0.93830 -0.89554
O 4.06046 1.60559 0.57312
P 3.92223 0.92582 2.10441
O 4.76156 -0.41110 1.94605
O 4.52202 1.71417 3.16164
O 2.38981 0.61317 2.11085
H 5.17798 1.82287 -1.99221
H 4.78999 -0.81669 1.03822
C -2.10306 0.25131 4.68655
C -1.82613 -1.03233 4.12737
C -0.90318 -1.16218 3.11786
N -0.21346 -0.09008 2.68161
C -0.43480 1.15070 3.19561
C -1.37955 1.35336 4.18145
H -2.84755 0.35856 5.49629
H -2.36991 -1.92935 4.41870
H -0.83015 -2.06189 2.52733
H 0.13895 1.95661 2.68028
H -1.57647 2.38234 4.52654

Summary:
Kohn-Sham gap (spin up / spin down): 8.09 / 7.23 eV
M: 725.60 g/mol
<S²>: 8.76
highest occupied orbital energy (spin up / spin down): -0.2910 / -0.3212 Eh
2S+1: 6

Results of the Mulliken charge analysis, in e, for atoms 1 through 4:
1 Ru 2.23
2 N 0.29
3 C -0.39
4 C -0.42

=====

Version B
DFT (ωB97M-V/def2-TZVPD) results for C23H28N7O8P2RuS as an isolated structure.

Cartesian coordinates (Å):
Ru 1.00134 -0.07555 -0.44382
N 5.41024 0.81179 -0.71388
C 5.40442 2.14700 -0.96101
C 4.24859 2.61658 -0.36479
N 3.55628 1.57528 0.24319
C 4.30929 0.54295 0.01133
C 3.89850 -0.79802 0.35427
N 2.67078 -1.20005 0.42049
C 2.73297 -2.53327 0.68954
C 4.02828 -2.90359 0.78702
N 4.75045 -1.82847 0.54562
H 5.80764 0.08466 -1.32709
H 6.18536 2.50807 -1.62902
H 3.70662 3.59707 -0.38117
H 1.83132 -3.14524 0.81690
H 4.37496 -3.92748 0.89303
H 5.76124 -1.70360 0.67750
C -4.45060 1.85434 2.80386
C -3.09203 1.83388 3.36732
N -2.04266 2.22765 2.39209
C -1.98346 3.65541 1.99644
C -2.34537 3.82788 0.53248
C -1.36959 1.24033 1.74969
S 0.11070 1.75271 1.08159
N -1.94494 0.03949 1.80689
C -1.21488 -1.03263 1.67722
O -0.09480 -1.25174 1.06057
C -1.91841 -2.24712 2.05890
C -1.78225 -3.43452 1.33564
C -2.58131 -4.53672 1.56487
C -3.51054 -4.47089 2.54207
C -3.68082 -3.29956 3.32038
C -2.82095 -2.19308 3.09161
H -5.25561 1.68042 3.47243
H -4.51919 1.14918 1.93619
H -4.71774 2.86036 2.40071
H -2.84169 0.76485 3.49209
H -2.98661 2.33903 4.27600
H -0.99948 4.10814 2.25145
H -2.68554 4.13937 2.65131
H -1.79332 3.26265 -0.18308
H -2.30299 4.89733 0.24401
H -3.39664 3.49003 0.40137
H -1.01765 -3.52122 0.55986
H -2.36713 -5.45389 1.06203
H -4.05122 -5.38672 2.86468
H -4.28179 -3.25645 4.25132
H -3.06290 -1.31495 3.66495
O 2.61074 -1.02494 -4.32957
P 3.11380 -1.12993 -2.77317
O 4.57457 -1.30918 -2.62702
O 2.42623 -0.00144 -2.04877
O 2.38942 -2.51783 -2.17515
P 0.82819 -2.90827 -2.16206
O 0.46503 -2.99678 -3.72963
O 0.55861 -4.10382 -1.39655
O 0.06676 -1.58233 -1.69166
H 3.32344 -1.05573 -4.96666
H 0.37053 -3.90346 -4.07918
C -1.53311 2.71947 -3.79343
C -0.16742 2.90849 -3.68855
C 0.58922 2.28058 -2.69812
N 0.03280 1.26975 -2.03928
C -1.25741 0.99049 -2.26384
C -2.12787 1.75681 -3.00322
H -2.14234 3.33989 -4.47178
H 0.27686 3.69920 -4.27040
H 1.67801 2.47842 -2.49742
H -1.62446 0.17264 -1.64817
H -3.12850 1.42627 -2.99141

Summary:
Kohn-Sham gap (spin up / spin down): 8.26 / 7.45 eV
M: 725.60 g/mol
<S²>: 8.76
highest occupied orbital energy (spin up / spin down): -0.2902 / -0.3097 Eh
2S+1: 6

Results of the Mulliken charge analysis, in e, for atoms 1 through 4:
1 Ru 2.03
2 N -0.09
3 C -0.38
4 C -0.58

=====

Which is the most stable structure? version A is the most stable.

=====

Version A
DFT (ωB97M-V/def2-TZVPD) results for C4H5N3O2 as an isolated structure.

Cartesian coordinates (Å):
C -1.35801 0.77213 -0.22380
C -2.35285 -0.93494 0.02323
C 1.44648 -0.47039 0.25303
C 2.68646 -0.03723 0.18061
H 0.23158 2.11901 -0.00562
H -3.35951 -1.37624 0.48382
H 0.77674 -0.86893 1.13399
H 3.43016 -0.23730 0.84310
H 3.05006 0.38747 -0.73176
N -2.51303 0.40984 0.44221
N -1.35567 -1.40410 -0.63806
N -0.52847 -0.24468 -0.60265
O -0.93351 1.95090 -0.34342
O 0.77957 -0.06556 -0.81467

Summary:
Kohn-Sham gap: 9.51 eV
M: 127.10 g/mol
highest occupied orbital energy: -0.3558 Eh

Results of the Mulliken charge analysis, in e, for atoms 1 through 4:
1 C 0.47
2 C 0.03
3 C 0.26
4 C -0.86

=====

Version B
DFT (ωB97M-V/def2-TZVPD) results for one molecule with the formula C4H5N3O2.

Cartesian coordinates (Å):
N -1.27159 -0.36672 -1.10029
C -1.64269 0.21128 0.08894
C -0.27024 -0.41264 0.04173
C 0.90707 0.48463 0.05548
N 0.10260 -1.75890 0.40877
C 0.78837 1.90577 0.28196
O 2.09227 -0.10011 0.05136
N -0.06497 2.14974 -0.61288
O -2.58229 0.54739 0.73399
H 1.92362 -1.06789 -0.05852
H -1.04618 0.23309 -1.88608
H -0.42303 -2.42765 -0.14141
H -0.06316 -1.93815 1.39330
H 1.55022 2.54017 0.74366

Summary:
Kohn-Sham gap (spin up / spin down): 8.15 / 7.91 eV
M: 127.10 g/mol
highest occupied orbital energy (spin up / spin down): -0.3053 / -0.2948 Eh

Results of the Mulliken charge analysis, in e, for atoms 1 through 4:
1 N -0.59
2 C 0.36
3 C 0.88
4 C 0.27

=====

Version C
DFT (ωB97M-V/def2-TZVPD) results for one molecule with the formula C4H5N3O2.

Cartesian coordinates (Å):
N -2.72608 -0.74376 -0.11189
C -1.52765 -0.06527 -0.15514
C -1.25662 1.27651 -0.09290
O 0.09988 1.41265 -0.12635
C 0.57377 0.19219 -0.34349
N -0.33296 -0.73811 -0.27769
C 2.03926 -0.03291 -0.46084
N 2.59463 -0.78410 0.49474
H -2.67761 -1.64045 0.35638
H -3.52517 -0.19979 0.18762
H -1.85342 2.16832 0.05783
O 2.81232 0.94088 -0.68693
H 2.22038 -1.71778 0.61441
H 3.55928 -0.06838 0.54427

Summary:
Kohn-Sham gap: 8.73 eV
M: 127.10 g/mol
SMILES: NC(=O)c1nc(N)co1
highest occupied orbital energy: -0.3118 Eh

Results of the Mulliken charge analysis, in e, for atoms 1 through 4:
1 N -0.51
2 C 0.45
3 C -0.36
4 O -0.29

=====

Which is the most stable structure? version C is the most stable.

=====

Version A
DFT (ωB97M-V/def2-TZVPD) results for C7H10N as an isolated structure.

Cartesian coordinates (Å):
C -0.67744 -0.94903 0.87008
C 0.06735 -0.25044 -0.02496
C -3.23310 -0.44462 0.49725
C -1.25966 0.99403 -1.77778
C -1.89984 -0.38092 0.33498
C 2.24376 0.57703 0.87033
C 1.48776 -0.04818 -0.30844
N -1.04158 0.23018 -0.75243
H -0.67351 -1.65660 1.63216
H -3.90504 -0.05695 -0.28556
H -3.61938 -0.84148 1.41931
H -0.61899 1.85048 -2.01057
H -2.40943 0.92683 -1.91882
H 1.88402 -0.06846 1.62748
H 2.10910 1.61619 1.13235
H 3.33999 0.29851 0.84994
H 2.00626 -1.04168 -0.45757
H 1.57574 0.58680 -1.29233

Summary:
Kohn-Sham gap (spin up / spin down): 8.11 / 8.11 eV
M: 108.16 g/mol
highest occupied orbital energy (spin up / spin down): -0.5021 / -0.5021 Eh
net charge: +1

Results of the Mulliken charge analysis, in e, for atoms 1 through 4:
1 C -0.40
2 C 0.15
3 C -0.91
4 C -0.03

=====

Version B
DFT (ωB97M-V/def2-TZVPD) results for an isolated ion of composition C7H10N and charge +1.

Cartesian coordinates (Å):
C -0.25748 0.13002 1.43981
C -0.92164 0.55288 -3.79701
C -0.02407 0.33738 2.70165
C -0.25902 -0.93005 -2.18681
C 0.03213 -0.95861 -0.69898
C -0.43627 0.08809 0.06461
C 1.20113 1.00504 3.36668
N -0.93446 0.27700 -2.58038
H -1.35962 1.49004 -4.16480
H -0.32741 0.00697 -4.39724
H -0.60201 -0.15042 3.49830
H 0.61170 -1.33241 -2.73079
H -0.92583 -1.76275 -2.35898
H 0.67938 -1.82196 -0.33519
H -1.04874 0.82329 -0.41311
H 1.51466 1.67982 2.57748
H 2.06765 0.38098 3.37361
H 0.85976 1.47649 4.33098

Summary:
Kohn-Sham gap: 7.78 eV
M: 108.16 g/mol
highest occupied orbital energy: -0.5132 Eh
net charge: +1

Results of the Mulliken charge analysis, in e, for atoms 1 through 4:
1 C 0.20
2 C -0.30
3 C -0.29
4 C -0.60

=====

Which is the most stable structure? version A is the most stable.

=====

Version A
DFT (ωB97M-V/def2-TZVPD) results for a 2-piece molecular cluster, C3H6ClN overall.

Cartesian coordinates (Å):
C 1.53359 -0.40174 1.09663
C 0.75393 -0.52036 -0.02886
C -0.26340 0.45307 -0.16306
N -0.98219 0.53997 -1.24313
Cl -2.57708 -0.47522 1.06568
H 2.14615 -1.20514 1.11855
H 1.52192 0.51627 1.76786
H 1.04039 -1.26281 -0.78027
H -0.24879 1.48852 0.34960
H -1.00836 -0.16078 -2.02528
H -1.91614 1.02823 -1.15772

Summary:
Kohn-Sham gap (spin up / spin down): 6.97 / 6.97 eV
M: 91.54 g/mol
highest occupied orbital energy (spin up / spin down): -0.3004 / -0.3004 Eh

Results of the Mulliken charge analysis, in e, for atoms 1 through 4:
1 C -0.63
2 C 0.01
3 C 0.02
4 N -0.33

=====

Version B
DFT (ωB97M-V/def2-TZVPD) results for one molecule with the formula C3H6ClN.

Cartesian coordinates (Å):
C 0.35888 0.61370 -0.47297
C -0.96977 0.78366 0.18597
C 0.58634 -0.88447 -0.12497
N -0.12932 -0.99837 1.05687
Cl -0.28137 -1.83264 -1.43350
H 0.43292 0.78678 -1.67208
H 1.02245 1.23468 0.09804
H -1.08579 1.40139 1.01877
H -1.89379 0.39905 -0.19372
H 1.65696 -1.17481 -0.11030
H 0.30251 -0.32896 1.64788

Summary:
Kohn-Sham gap (spin up / spin down): 8.44 / 9.02 eV
M: 91.54 g/mol
highest occupied orbital energy (spin up / spin down): -0.3227 / -0.3390 Eh

Results of the Mulliken charge analysis, in e, for atoms 1 through 4:
1 C -0.57
2 C -0.48
3 C 0.16
4 N -0.65

=====

Which is the most stable structure? version A is the most stable.